{
  "formula": "C2HN3O2S",
  "method": "ωB97M-V/def2-TZVPD",
  "orbital_gap_ha": 0.2783,
  "relative_energy_kcal_mol": 107.2,
  "multiplicity": 1,
  "total_energy_ev": -21485.051,
  "total_charge": 0,
  "lumo_ha": -0.078,
  "species": ["C", "C", "H", "N", "N", "N", "O", "O", "S"],
  "coordinates": [[-0.228, 0.209, -0.013], [1.498, -0.851, -0.085], [2.292, -1.585, 0.410], [-1.625, 0.581, -0.004], [0.201, -1.140, -0.016], [0.598, 1.217, -0.113], [-1.987, 1.807, 0.009], [1.890, 0.525, -0.097], [-2.638, -0.762, -0.090]],
  "nbo_charge": [0.35, 0.35, 0.24, -0.01, -0.42, -0.05, -0.31, -0.30, 0.15]
}

{
  "formula": "C6H6S2",
  "method": "ωB97M-V/def2-TZVPD",
  "orbital_gap_ha": 0.3130,
  "relative_energy_kcal_mol": 96.8,
  "multiplicity": 1,
  "total_energy_ev": -27984.228,
  "total_charge": 0,
  "lumo_ha": -0.011,
  "species": ["C", "C", "C", "C", "S", "C", "C", "S", "H", "H", "H", "H", "H", "H"],
  "coordinates": [[-3.294, 0.660, -0.100], [-2.632, -0.416, -0.266], [-1.736, -1.705, -0.010], [-0.504, -1.351, -0.107], [0.114, 0.302, -0.365], [1.808, 0.048, -0.212], [2.270, 1.408, 0.178], [2.644, -1.268, -0.229], [-3.626, 1.667, -0.224], [-2.262, -2.710, 0.492], [0.171, -2.144, 0.465], [1.674, 2.342, -0.455], [2.122, 1.710, 1.190], [3.252, 1.458, -0.357]],
  "nbo_charge": [-0.25, -0.07, -0.26, -0.37, 0.41, -0.36, -0.69, 0.09, 0.24, 0.27, 0.26, 0.22, 0.26, 0.24]
}

{
  "formula": "C25H42FN4O10",
  "method": "ωB97M-V/def2-TZVPD",
  "orbital_gap_ha": 0.3554,
  "multiplicity": 1,
  "total_energy_ev": -55746.292,
  "total_charge": 1,
  "lumo_ha": -0.100,
  "species": ["C", "C", "C", "N", "C", "N", "C", "C", "O", "C", "C", "O", "C", "C", "C", "C", "C", "O", "C", "C", "C", "C", "N", "O", "N", "F", "H", "H", "H", "H", "H", "H", "H", "H", "H", "H", "H", "H", "H", "H", "H", "H", "H", "H", "H", "H", "H", "H", "H", "H", "H", "H", "H", "H", "H", "H", "C", "C", "C", "O", "C", "O", "O", "H", "H", "H", "H", "H", "H", "C", "C", "C", "O", "C", "O", "O", "H", "H", "H", "H", "H", "H"],
  "coordinates": [[0.741, 6.094, 1.012], [0.427, 5.604, 2.076], [0.025, 4.833, 3.393], [0.422, 3.418, 3.149], [-0.501, 2.566, 2.748], [-1.861, 2.853, 2.454], [-2.622, 1.649, 1.908], [-3.413, 0.896, 3.061], [-2.683, -0.179, 3.675], [-3.415, -1.415, 3.665], [-3.157, -2.211, 2.308], [-3.754, -1.554, 1.180], [-4.244, -2.507, 0.205], [-5.650, -3.082, 0.720], [-3.497, 2.348, 0.750], [-5.022, 2.540, 1.141], [-5.825, 1.280, 0.544], [-5.593, 3.699, 0.465], [-1.341, 0.839, 1.421], [-0.754, 1.166, -0.018], [0.212, 0.009, -0.586], [-0.485, -0.887, -1.686], [-0.564, -2.338, -1.514], [-0.926, -0.368, -2.692], [-0.356, 1.179, 2.470], [0.905, 0.684, 2.352], [1.177, 6.239, -0.010], [-1.059, 4.967, 3.643], [0.672, 5.290, 4.203], [1.369, 3.050, 3.282], [-2.400, 3.322, 3.193], [-3.616, 1.664, 3.883], [-4.409, 0.480, 2.730], [-2.955, -2.063, 4.481], [-4.510, -1.301, 3.914], [-3.450, -3.307, 2.400], [-2.020, -2.207, 2.178], [-3.461, -3.333, 0.144], [-4.372, -2.060, -0.827], [-5.831, -2.761, 1.795], [-6.508, -2.704, 0.093], [-5.659, -4.214, 0.726], [-3.488, 1.740, -0.209], [-3.090, 3.387, 0.533], [-5.218, 2.701, 2.241], [-5.449, 0.291, 0.932], [-5.585, 1.290, -0.569], [-6.942, 1.384, 0.653], [-6.488, 3.416, 0.185], [-1.441, -0.282, 1.425], [-1.535, 1.322, -0.817], [-0.150, 2.132, 0.034], [1.089, 0.564, -1.054], [0.629, -0.644, 0.246], [0.397, -2.699, -1.475], [-1.103, -2.567, -0.673], [1.943, -1.278, -5.410], [2.843, -1.511, -4.216], [4.206, -2.028, -4.580], [4.567, -2.785, -3.424], [3.407, -3.193, -2.841], [3.338, -4.000, -1.966], [2.331, -2.559, -3.388], [2.431, -0.652, -6.159], [1.648, -2.223, -5.870], [1.022, -0.782, -5.095], [2.911, -0.601, -3.611], [4.921, -1.222, -4.751], [4.205, -2.694, -5.448], [8.240, -2.472, -0.378], [7.439, -1.215, -0.636], [6.793, -1.179, -1.992], [6.729, 0.219, -2.267], [7.737, 0.807, -1.564], [8.091, 1.935, -1.708], [8.288, -0.066, -0.673], [7.648, -3.368, -0.573], [9.141, -2.496, -0.994], [8.572, -2.499, 0.663], [6.701, -1.067, 0.160], [5.797, -1.616, -1.986], [7.389, -1.663, -2.773]],
  "mulliken_charge": [0.07, -0.44, -0.36, -0.12, 0.16, -0.43, 1.86, -0.73, -0.45, -0.64, -0.63, 0.01, -0.60, -0.89, -1.08, 0.31, -1.14, -0.58, -0.53, -0.56, -0.43, 0.31, -0.54, -0.51, 0.20, -0.24, 0.36, 0.21, 0.35, 0.26, 0.45, 0.37, 0.26, 0.37, 0.30, 0.59, 0.24, 0.42, 0.33, 0.21, 0.29, 0.31, 0.19, 0.29, 0.25, -0.02, 0.44, 0.41, 0.39, -0.09, 0.36, 0.31, 0.30, 0.31, 0.25, 0.23, -1.49, 0.58, -0.40, -0.39, 0.66, -0.56, -0.30, 0.39, 0.37, 0.32, 0.20, 0.36, 0.31, -1.43, 0.55, -0.13, -0.32, 0.60, -0.54, -0.34, 0.37, 0.36, 0.35, 0.24, 0.00, 0.25]
}

{
  "formula": "C31H89F3N6O18S",
  "method": "ωB97M-V/def2-TZVPD",
  "orbital_gap_ha": 0.2165,
  "relative_energy_kcal_mol": 121.2,
  "multiplicity": 1,
  "total_energy_ev": -98361.280,
  "total_charge": 0,
  "lumo_ha": -0.098,
  "species": ["N", "H", "H", "H", "H", "C", "F", "F", "F", "S", "O", "O", "O", "C", "C", "O", "O", "H", "H", "H", "H", "H", "H", "C", "C", "O", "O", "H", "H", "H", "H", "H", "H", "C", "C", "O", "O", "H", "H", "H", "H", "H", "H", "C", "C", "O", "O", "H", "H", "H", "H", "H", "H", "C", "C", "O", "O", "H", "H", "H", "H", "H", "H", "C", "C", "C", "O", "C", "N", "H", "H", "H", "H", "H", "H", "H", "H", "H", "H", "H", "C", "C", "C", "O", "C", "N", "H", "H", "H", "H", "H", "H", "H", "H", "H", "H", "H", "C", "C", "C", "O", "C", "N", "H", "H", "H", "H", "H", "H", "H", "H", "H", "H", "H", "C", "C", "C", "O", "C", "N", "H", "H", "H", "H", "H", "H", "H", "H", "H", "H", "H", "C", "C", "C", "O", "C", "N", "H", "H", "H", "H", "H", "H", "H", "H", "H", "H", "H"],
  "coordinates": [[2.229, 1.491, -5.810], [3.174, 1.674, -5.503], [2.222, 1.276, -6.797], [1.598, 2.277, -5.756], [1.823, 0.721, -5.297], [0.070, -0.723, -0.259], [1.287, -0.172, 0.101], [-0.403, -1.084, 0.920], [-0.814, 0.193, -0.872], [0.405, -2.334, -1.387], [1.379, -3.096, -0.572], [-0.878, -3.021, -1.520], [0.968, -1.723, -2.622], [6.676, -3.838, -3.996], [8.223, -3.643, -4.235], [8.900, -4.883, -4.653], [6.582, -4.688, -2.855], [6.083, -4.226, -4.825], [6.316, -2.833, -3.776], [8.605, -3.246, -3.294], [8.483, -2.882, -4.970], [9.808, -4.689, -4.899], [5.755, -4.483, -2.412], [1.700, -9.271, -5.887], [1.200, -7.923, -5.160], [0.548, -6.935, -5.916], [2.877, -9.169, -6.640], [0.938, -9.479, -6.638], [1.608, -10.087, -5.171], [1.989, -7.558, -4.503], [0.434, -8.350, -4.511], [0.537, -6.159, -5.351], [3.600, -9.174, -6.009], [-2.159, 7.358, -1.850], [-3.349, 6.515, -1.835], [-4.506, 7.093, -2.423], [-1.710, 7.664, -3.139], [-1.361, 6.859, -1.299], [-2.208, 8.299, -1.302], [-3.583, 6.531, -0.770], [-3.161, 5.512, -2.217], [-5.256, 6.498, -2.349], [-1.699, 8.624, -3.156], [3.933, -6.842, 4.001], [5.301, -7.329, 4.563], [5.587, -6.818, 5.855], [4.109, -5.516, 3.585], [3.152, -6.759, 4.756], [3.483, -7.472, 3.233], [6.058, -6.972, 3.865], [5.365, -8.417, 4.554], [5.560, -5.863, 5.768], [3.475, -5.328, 2.889], [7.997, -0.814, 1.271], [7.526, 0.457, 0.537], [8.595, 1.079, -0.254], [8.621, -0.531, 2.507], [8.637, -1.429, 0.639], [7.167, -1.498, 1.444], [7.097, 1.164, 1.248], [6.691, 0.172, -0.104], [8.202, 1.746, -0.822], [9.562, -0.703, 2.426], [5.833, 11.129, -0.286], [5.679, 10.002, -1.295], [4.352, 9.214, -1.237], [4.229, 8.472, -0.065], [4.592, 7.119, -0.076], [5.787, 10.615, -2.614], [5.264, 12.039, -0.476], [6.878, 11.424, -0.195], [5.603, 10.800, 0.727], [6.582, 9.394, -1.232], [4.218, 8.599, -2.126], [3.443, 9.813, -1.303], [4.614, 6.659, 0.912], [5.630, 7.057, -0.402], [4.018, 6.459, -0.727], [6.694, 11.040, -2.745], [5.872, 9.786, -3.185], [-6.400, 0.278, 2.360], [-7.846, 0.133, 2.880], [-7.967, -0.471, 4.332], [-7.382, -1.803, 4.334], [-7.615, -2.530, 5.607], [-8.331, 1.532, 2.883], [-5.889, -0.682, 2.289], [-5.736, 0.943, 2.912], [-6.472, 0.763, 1.387], [-8.293, -0.510, 2.121], [-9.005, -0.581, 4.649], [-7.462, 0.159, 5.064], [-7.289, -3.556, 5.437], [-8.673, -2.515, 5.869], [-6.920, -2.154, 6.357], [-9.255, 1.512, 3.291], [-7.804, 2.167, 3.466], [-8.263, -1.086, -5.714], [-8.364, -2.202, -4.633], [-7.108, -3.058, -4.484], [-6.917, -3.959, -5.579], [-5.662, -4.604, -5.584], [-8.861, -1.639, -3.359], [-7.972, -1.532, -6.665], [-7.415, -0.428, -5.528], [-9.236, -0.603, -5.809], [-9.144, -2.906, -4.922], [-7.290, -3.757, -3.668], [-6.203, -2.520, -4.203], [-5.475, -5.197, -4.689], [-4.944, -3.786, -5.627], [-5.581, -5.238, -6.468], [-8.333, -0.795, -3.185], [-8.627, -2.230, -2.575], [1.434, 9.814, 5.260], [0.437, 8.645, 5.577], [0.285, 7.483, 4.562], [-0.704, 6.572, 5.043], [-0.960, 5.522, 4.215], [0.739, 8.153, 6.881], [2.418, 9.473, 4.935], [1.648, 10.516, 6.066], [0.980, 10.356, 4.431], [-0.566, 9.070, 5.532], [1.276, 7.031, 4.499], [-0.041, 7.874, 3.598], [-1.674, 5.801, 3.440], [-1.573, 4.772, 4.715], [-0.047, 5.074, 3.824], [1.721, 7.923, 6.931], [0.277, 7.257, 6.955], [-1.713, -7.908, 1.584], [-3.060, -7.306, 1.984], [-2.932, -6.217, 3.036], [-2.239, -6.659, 4.208], [-2.054, -5.641, 5.210], [-3.563, -6.740, 0.752], [-1.729, -8.557, 0.708], [-1.247, -8.501, 2.371], [-0.951, -7.179, 1.309], [-3.779, -8.014, 2.395], [-3.919, -5.997, 3.442], [-2.564, -5.272, 2.638], [-1.585, -4.757, 4.778], [-1.466, -5.822, 6.110], [-2.993, -5.370, 5.693], [-2.931, -5.979, 0.547], [-3.524, -7.421, 0.007]],
  "mulliken_charge": [-0.48, 0.37, 0.39, 0.38, 0.33, 0.54, -0.23, -0.20, -0.24, 1.00, -0.61, -0.59, -0.67, -0.35, -0.40, -0.53, -0.52, 0.31, 0.28, 0.26, 0.35, 0.30, 0.31, -0.57, -0.24, -0.52, -0.49, 0.29, 0.33, 0.30, 0.26, 0.33, 0.31, -0.54, -0.25, -0.53, -0.51, 0.27, 0.37, 0.25, 0.29, 0.31, 0.33, -0.36, -0.42, -0.53, -0.52, 0.26, 0.37, 0.26, 0.34, 0.32, 0.28, -0.45, -0.25, -0.53, -0.52, 0.31, 0.28, 0.28, 0.29, 0.28, 0.32, -1.52, 0.85, -0.81, -0.25, -0.75, -0.80, 0.37, 0.37, 0.34, 0.18, 0.35, 0.30, 0.27, 0.29, 0.29, 0.28, 0.25, -1.42, 0.44, -0.60, -0.30, -0.72, -0.73, 0.36, 0.32, 0.37, 0.28, 0.36, 0.30, 0.23, 0.30, 0.29, 0.26, 0.26, -1.37, 0.52, -0.79, -0.34, -0.71, -0.69, 0.35, 0.36, 0.36, 0.20, 0.31, 0.42, 0.29, 0.32, 0.24, 0.27, 0.26, -1.45, 0.42, -0.67, -0.34, -0.72, -0.70, 0.34, 0.38, 0.37, 0.26, 0.34, 0.39, 0.25, 0.28, 0.32, 0.26, 0.30, -1.37, 0.41, -0.64, -0.32, -0.76, -0.74, 0.42, 0.31, 0.32, 0.24, 0.33, 0.36, 0.31, 0.30, 0.29, 0.29, 0.26]
}

{
  "formula": "C21H22N6O7S2Se2Te2V",
  "method": "ωB97M-V/def2-TZVPD",
  "orbital_gap_ha": [0.1499, 0.1801],
  "relative_energy_kcal_mol": 54.4,
  "multiplicity": 4,
  "total_energy_ev": -238044.577,
  "total_charge": -2,
  "lumo_ha": [0.137, 0.137],
  "species": ["V", "O", "C", "O", "C", "O", "C", "C", "O", "O", "H", "H", "H", "H", "H", "Se", "Te", "Te", "Se", "N", "C", "C", "C", "C", "C", "C", "S", "O", "O", "N", "C", "N", "C", "C", "C", "N", "H", "H", "H", "H", "H", "H", "H", "H", "H", "N", "C", "S", "N", "C", "C", "C", "C", "C", "C", "H", "H", "H", "H", "H", "H", "H", "H"],
  "coordinates": [[-0.974, 0.746, -0.198], [4.142, -1.520, 1.327], [3.077, -1.864, 0.539], [2.940, -1.426, -0.563], [2.223, -2.955, 1.182], [0.868, -2.633, 1.293], [0.618, -1.656, 2.282], [0.920, 0.839, 1.581], [1.873, 1.483, 2.521], [0.987, 1.087, 0.320], [4.607, -0.840, 0.817], [2.649, -3.216, 2.161], [2.274, -3.813, 0.511], [0.878, -2.081, 3.262], [-0.461, -1.476, 2.253], [-0.803, -2.617, -3.545], [-1.078, -4.925, -5.187], [-1.017, -2.463, -6.413], [-0.669, -1.116, -1.320], [-4.162, 7.718, 0.200], [-3.887, 6.360, 0.391], [-4.142, 5.757, 1.622], [-3.822, 4.425, 1.826], [-3.268, 3.688, 0.793], [-2.990, 4.278, -0.433], [-3.305, 5.610, -0.631], [-2.776, 2.022, 1.088], [-3.571, 1.478, 2.150], [-2.963, 1.344, -0.219], [-1.193, 2.149, 1.294], [-0.496, 1.296, 2.194], [-0.956, 1.117, 3.376], [-0.221, 0.558, 4.413], [1.075, 0.224, 4.456], [1.956, 0.259, 3.246], [1.409, -0.477, 2.106], [-4.868, 8.103, 0.804], [-4.266, 8.003, -0.760], [-4.581, 6.340, 2.423], [-4.012, 3.942, 2.776], [-2.541, 3.688, -1.224], [-3.089, 6.078, -1.584], [-0.807, 0.456, 5.323], [1.486, -0.141, 5.391], [2.992, -0.001, 3.487], [-1.605, 0.502, -4.109], [-0.445, 0.957, -3.619], [-0.447, 2.008, -2.252], [0.608, 0.297, -4.065], [1.991, 0.544, -3.931], [2.543, 1.739, -3.487], [3.923, 1.882, -3.461], [4.758, 0.855, -3.871], [4.197, -0.343, -4.293], [2.824, -0.502, -4.321], [-2.390, 0.798, -3.545], [-1.637, -0.502, -4.341], [0.395, -0.634, -4.459], [1.904, 2.541, -3.154], [4.344, 2.817, -3.109], [5.834, 0.983, -3.858], [4.829, -1.168, -4.597], [2.379, -1.443, -4.623]],
  "nbo_charge": [0.69, -0.72, 0.78, -0.55, -0.17, -0.50, 0.09, 0.62, -0.54, -0.71, 0.49, 0.16, 0.22, 0.16, 0.20, -0.50, -0.33, -0.41, -0.28, -0.81, 0.17, -0.29, -0.16, -0.29, -0.17, -0.26, 2.27, -0.92, -0.92, -0.95, 0.38, -0.53, 0.01, -0.31, 0.21, -0.51, 0.37, 0.37, 0.20, 0.24, 0.26, 0.21, 0.18, 0.19, 0.16, -0.80, 0.42, -0.26, -0.64, 0.25, -0.26, -0.19, -0.25, -0.20, -0.24, 0.40, 0.44, 0.46, 0.24, 0.20, 0.19, 0.20, 0.24]
}

{
  "formula": "C6H10",
  "method": "ωB97M-V/def2-TZVPD",
  "orbital_gap_ha": 0.4060,
  "relative_energy_kcal_mol": 33.6,
  "multiplicity": 1,
  "total_energy_ev": -6382.404,
  "total_charge": 0,
  "lumo_ha": 0.041,
  "species": ["C", "C", "C", "C", "C", "C", "H", "H", "H", "H", "H", "H", "H", "H", "H", "H"],
  "coordinates": [[-1.044, -3.471, 0.396], [-0.482, -2.507, -0.059], [0.141, -1.304, -0.621], [0.113, -0.086, 0.311], [0.264, 1.225, -0.465], [0.271, 2.455, 0.437], [-1.561, -4.325, 0.779], [-0.390, -1.041, -1.549], [1.175, -1.515, -0.922], [0.911, -0.180, 1.058], [-0.834, -0.079, 0.863], [-0.562, 1.307, -1.185], [1.185, 1.202, -1.065], [-0.639, 2.495, 1.046], [0.324, 3.382, -0.145], [1.129, 2.441, 1.119]],
  "nbo_charge": [-0.25, 0.00, -0.48, -0.38, -0.39, -0.60, 0.24, 0.23, 0.23, 0.20, 0.21, 0.19, 0.19, 0.20, 0.21, 0.20]
}